(1)
Formula: C14H41B3FI2N12O26P
Source: OMol25
Level of theory: ωB97M-V with the def2-TZVPD basis set

Output
Orbital gap = 0.29777 hartree
Largest force on an atom = 3.13 eV/Å

XYZ file:
```
100
Properties=species:S:1:pos:R:3:forces:R:3
C 3.52102 -1.03701 0.11548 -0.125 -0.111 -0.488
C 2.72737 -1.82696 -0.94728 -0.143 -1.294 0.770
I 3.73807 -3.77422 -1.09070 -0.051 0.393 -0.194
C 1.27096 -2.09002 -0.51974 0.634 0.416 -0.541
I 0.25914 -3.59706 -1.72398 -0.234 0.620 0.242
B 0.32903 -0.83651 -0.59051 1.152 0.367 0.549
O 0.06899 -0.09042 -1.71684 0.515 -0.842 -0.197
B -1.25225 0.18192 -1.84014 -0.489 1.103 0.024
F -1.74366 0.49991 -2.99980 -0.280 0.394 -1.376
O -2.13382 0.16466 -0.79496 -0.015 -1.607 0.252
B -1.65778 -0.69866 0.20960 -1.578 2.440 1.177
P -2.65256 -2.16406 0.98647 0.517 -2.058 0.322
N -3.67213 -2.71694 -0.32685 0.507 1.591 0.792
O -3.67926 -1.67304 2.18815 0.222 1.010 -1.420
O -0.34827 -0.47078 0.57078 -0.147 -1.358 -0.262
H 4.14389 -0.30024 -0.37544 0.004 0.333 -0.042
H 2.87850 -0.56378 0.85077 -0.189 0.223 0.028
H 4.20426 -1.69054 0.63586 0.018 -0.113 0.314
H 2.79178 -1.39142 -1.93032 -0.054 0.068 -0.280
H 1.23156 -2.47349 0.49031 0.084 -0.265 0.155
H -3.01556 -3.15369 -0.95615 0.087 -0.669 -0.280
H -3.93919 -1.86657 -0.80730 -0.630 0.023 -0.457
H -3.66207 -2.41479 2.77712 -0.267 -0.640 1.094
C -1.85207 3.64379 -3.90552 -0.002 -0.349 0.128
N -1.05602 4.86990 -4.14711 -0.436 -1.142 0.065
O 0.09884 4.73666 -4.45747 1.238 -0.082 -0.406
O -1.61646 5.91610 -4.01850 -0.690 1.368 0.160
H -1.21908 2.78018 -4.05612 0.093 0.013 -0.102
H -2.19948 3.69906 -2.87893 -0.107 0.034 -0.118
H -2.67547 3.64431 -4.60993 -0.084 0.072 0.038
C -4.08868 5.60030 0.28269 0.094 0.139 -0.202
N -3.58998 4.80344 -0.86667 -0.523 0.879 1.004
O -4.38630 4.40487 -1.66635 -0.864 -0.567 -0.935
O -2.40754 4.62302 -0.91140 1.548 -0.378 -0.065
H -5.15395 5.69523 0.20323 -0.145 -0.052 -0.213
H -3.81351 5.07752 1.18950 0.117 0.010 0.030
H -3.60865 6.57244 0.22751 0.129 -0.027 0.072
C -6.72328 -2.73975 3.87962 0.228 0.255 -0.253
N -5.80674 -3.55087 4.72037 -0.391 0.598 -0.801
O -4.62353 -3.50292 4.51285 1.289 0.211 -0.407
O -6.31769 -4.22268 5.56072 -0.791 -0.956 1.266
H -6.14336 -2.17998 3.15579 0.081 -0.001 -0.022
H -7.39716 -3.42648 3.38380 -0.087 -0.020 0.072
H -7.26037 -2.07170 4.54151 -0.107 -0.073 0.043
C -7.92557 4.68045 3.08906 -0.393 0.136 -0.132
N -6.46324 4.86384 2.95532 -1.164 0.002 0.005
O -6.07197 5.60729 2.09924 0.166 0.958 -0.632
O -5.76833 4.25857 3.70954 0.966 -0.852 1.057
H -8.41990 5.28891 2.34298 0.037 0.040 -0.049
H -8.13572 3.63114 2.93473 -0.022 -0.182 0.101
H -8.20373 4.99193 4.08876 0.017 -0.092 0.119
C 7.75732 -4.74602 -3.37864 0.039 -0.070 -0.386
N 7.03752 -4.99160 -2.10543 0.611 0.262 -0.981
O 6.74257 -6.12398 -1.84635 -0.405 -1.301 0.413
O 6.79641 -4.03740 -1.42508 -0.175 0.945 0.668
H 7.89948 -5.69300 -3.88256 -0.054 -0.087 0.029
H 7.14420 -4.07773 -3.97531 -0.005 0.093 0.049
H 8.70841 -4.29248 -3.13219 -0.011 0.125 0.033
C -10.86155 -3.31500 3.56180 0.077 -0.306 -0.010
N -10.45288 -1.89698 3.39562 -0.048 -1.018 0.015
O -9.31469 -1.67776 3.07899 1.062 0.254 -0.334
O -11.28872 -1.06846 3.58923 -1.060 1.033 0.261
H -10.00889 -3.94796 3.35580 0.074 0.006 -0.026
H -11.19771 -3.43960 4.58553 -0.120 0.041 0.001
H -11.66467 -3.50727 2.85875 -0.104 0.040 0.054
C 9.45930 -3.03044 0.97863 0.127 -0.100 0.204
N 9.99954 -3.26355 -0.38258 -0.336 0.216 1.250
O 10.93975 -2.61360 -0.73013 1.190 0.848 -0.523
O 9.44866 -4.09357 -1.04393 -0.350 -1.131 -0.771
H 10.04640 -2.26159 1.45769 0.074 0.088 -0.059
H 8.43029 -2.71828 0.86998 -0.107 -0.128 -0.070
H 9.53106 -3.96828 1.52160 -0.106 -0.087 -0.081
C 7.78063 0.01664 4.22603 -0.256 0.141 0.217
N 8.47777 -0.49428 3.02054 -0.716 0.492 0.993
O 7.80683 -0.88272 2.11132 -0.871 -0.307 -1.044
O 9.67609 -0.48123 3.04066 1.505 0.027 0.041
H 6.71352 -0.05555 4.06429 -0.043 -0.049 -0.085
H 8.08799 -0.59807 5.06568 0.113 0.041 0.032
H 8.08425 1.05075 4.36265 0.132 -0.018 0.031
C -0.01842 3.94293 -8.00944 0.243 0.236 -0.104
N -0.68970 2.72364 -7.49553 0.620 0.959 -0.423
O -0.14194 1.67705 -7.66065 0.711 -1.424 -0.212
O -1.74129 2.87760 -6.94555 -1.397 0.254 0.715
H 0.91313 3.65336 -8.47670 0.038 -0.093 -0.006
H -0.68621 4.40416 -8.72923 -0.089 0.066 0.071
H 0.16003 4.59812 -7.16154 -0.102 0.038 0.025
C 11.68809 2.24410 3.78556 0.051 -0.348 -0.207
N 10.68802 3.26198 4.19569 0.572 -0.986 -0.445
O 9.53295 3.03614 3.95432 -1.337 -0.288 -0.243
O 11.10031 4.23698 4.73914 0.582 1.395 0.773
H 11.16985 1.42218 3.30942 -0.078 -0.024 0.003
H 12.37630 2.71904 3.09474 0.087 0.091 0.091
H 12.19993 1.91045 4.68174 0.097 0.101 0.029
C -6.15222 -0.89563 -3.06106 0.241 0.158 -0.101
N -6.74887 -2.18591 -2.62664 0.448 0.965 -0.303
O -6.13946 -3.18404 -2.86424 0.823 -1.329 -0.342
O -7.80421 -2.13190 -2.06558 -1.312 0.149 0.688
H -5.20770 -1.09732 -3.54949 0.037 -0.075 -0.023
H -6.84969 -0.42764 -3.74694 -0.085 0.074 0.075
H -6.00688 -0.28712 -2.17431 -0.123 0.068 0.015
```
Forces are in eV/Å.

Here are the Mulliken charges for atoms 1 to 6, given in e: C -1.149; C -0.147; I 0.022; C -0.779; I 0.083; B -0.002



(2)
Formula: C14H41BrCoN7O5
Source: OMol25
Level of theory: ωB97M-V with the def2-TZVPD basis set

Output
Orbital gap (spin up / spin down) = 0.17696 / 0.13262 hartree
Energy relative to the best compared isomer or geometry (same formula, charge and spin) = 0.0 kcal per mole
Spin multiplicity = 4
Net charge = +1
Largest force on an atom = 6.44 eV/Å

XYZ file:
```
69
Properties=species:S:1:pos:R:3:forces:R:3
Co 1.23528 -3.37241 -2.64680 -0.838 2.795 1.317
Br -0.38217 -1.28040 -2.55832 1.109 -2.421 -0.114
C 2.27990 -4.39004 0.84396 -0.259 0.847 0.333
C 1.72322 -2.94276 0.56740 -0.064 -1.380 0.787
C 2.14198 -1.90490 1.65719 0.350 0.450 -0.596
O 1.28860 -0.75719 1.80912 0.346 -1.447 -0.791
C 1.67150 0.05843 2.92253 -0.913 -0.744 -0.267
N 2.10271 -2.49745 -0.81502 -0.885 -0.553 0.150
H 1.75135 -5.15890 0.28043 -0.102 0.163 -0.265
H 2.14564 -4.67095 1.88855 -0.128 0.181 0.028
H 3.34634 -4.50591 0.65060 0.061 0.295 -0.163
H 0.63505 -2.99481 0.53162 -0.141 -0.066 0.234
H 3.11862 -1.54525 1.33328 0.460 0.188 0.054
H 2.32545 -2.39722 2.61222 -0.390 -0.181 0.118
H 1.41232 -0.55324 3.78670 0.508 0.369 0.511
H 0.99368 0.91173 2.89935 0.215 0.059 0.020
H 2.71567 0.36478 2.85963 0.017 -0.024 0.155
H 3.06150 -2.18146 -0.78392 0.398 0.077 -0.344
H 1.52113 -1.67246 -0.85033 0.225 0.978 -0.772
C -0.12237 2.90880 0.21252 0.101 1.103 1.457
C 1.26996 2.47369 -0.19772 -1.498 1.404 -1.859
C 2.37547 3.01938 0.68939 0.838 0.013 0.649
O 2.57809 4.43778 0.64785 -0.611 -0.202 -0.313
C 3.33241 4.99117 1.75093 -0.967 -0.778 -0.857
N 1.21605 1.06055 -0.44329 1.117 -2.209 0.407
H -0.16206 3.95059 0.53066 0.000 0.393 -0.634
H -0.38727 2.44221 1.16132 -0.128 -0.590 -0.073
H -0.88522 2.69548 -0.53625 0.098 0.041 0.008
H 1.42566 2.88404 -1.19546 0.284 0.363 -0.131
H 3.34811 2.61412 0.41040 -0.036 -0.715 0.052
H 2.10445 2.70947 1.69865 0.288 0.006 0.502
H 2.72352 4.84636 2.64333 0.175 0.335 0.300
H 3.47647 6.03950 1.48949 -0.046 -0.123 0.275
H 4.29542 4.49926 1.88785 0.121 -0.088 -0.121
H 0.47981 0.75026 -1.06116 0.049 1.001 -0.720
H 0.94555 0.49781 0.35059 0.434 0.345 0.847
C -2.29372 0.38357 1.41583 -0.119 -0.569 2.042
C -2.15124 -1.17658 1.49754 -1.288 0.671 0.445
C -3.00046 -1.88945 2.63186 1.041 1.543 0.101
O -2.54780 -1.31117 3.84144 -0.440 -0.575 0.348
C -3.24579 -1.80007 4.99234 0.061 0.900 -0.190
N -2.62874 -1.67323 0.25438 0.427 -1.593 -1.602
H -1.97917 0.95704 0.54388 0.308 -0.924 -0.370
H -1.77145 0.82669 2.26376 -0.205 0.234 0.177
H -3.35919 0.58217 1.53177 -0.120 0.200 0.142
H -1.11140 -1.48286 1.61164 0.006 0.096 0.189
H -2.88325 -2.97108 2.69843 0.521 -0.208 -0.551
H -4.07740 -1.75740 2.52767 -0.236 0.488 -0.403
H -2.48886 -1.83234 5.77600 -0.400 -0.308 0.195
H -3.80174 -2.72723 4.85304 0.642 -0.491 -0.226
H -4.04658 -1.10916 5.25591 0.119 0.400 0.197
H -1.83703 -1.61886 -0.37039 -0.334 -0.111 -0.532
H -3.37186 -1.12040 -0.14841 -0.127 0.082 0.143
C -4.10702 -0.94271 -4.61906 -3.674 0.089 -2.528
O -5.10408 -1.03194 -5.32458 0.368 -0.102 -0.737
N -2.86999 -0.79611 -4.97472 3.233 0.184 -2.813
N -4.18028 -0.90221 -3.34502 -0.707 -0.054 6.398
H -2.17192 -0.84509 -4.24644 0.307 0.165 -1.183
H -2.75397 -0.61919 -5.96231 0.846 -0.166 0.306
H -5.06728 -0.82026 -2.86899 0.274 -0.140 -0.180
H -3.32128 -0.66752 -2.86842 -0.768 0.022 0.576
C 1.81641 1.37312 -4.44146 -0.628 -0.257 0.895
O 2.21270 0.29774 -4.79711 0.430 -2.162 -0.588
N 0.70098 1.58628 -3.70885 -1.673 0.499 0.835
N 2.46243 2.50287 -4.64743 1.285 2.204 -0.609
H 0.06748 0.86144 -3.40327 0.537 0.282 -0.524
H 0.40762 2.54244 -3.56816 -0.188 -0.382 0.055
H 2.09009 3.34601 -4.23440 0.600 -0.009 -0.398
H 3.31193 2.50527 -5.19373 -0.287 0.105 0.206
```
Forces are in eV/Å.

Here are the natural (NBO) charges for atoms 1 to 6, given in e: Co 1.468; Br -0.591; C -0.633; C -0.076; C -0.077; O -0.567



(3)
Formula: C14H41N11O27S
Source: OMol25
Level of theory: ωB97M-V with the def2-TZVPD basis set

Output
Orbital gap = 0.33466 hartree
Largest force on an atom = 0.85 eV/Å

XYZ file:
```
94
Properties=species:S:1:pos:R:3:forces:R:3
C 0.17196 0.80486 -2.39222 0.324 -0.457 -0.361
C 0.87546 -0.16823 -1.45979 -0.506 0.157 0.587
O -0.08811 -1.11766 -0.99522 0.421 -0.181 -0.035
C 1.53676 0.55056 -0.24858 0.160 -0.450 -0.518
O 0.64186 0.60264 0.85272 0.151 0.360 0.015
O 1.20877 -0.17658 1.92884 -0.471 -0.224 -0.080
S 0.84378 0.46957 3.41732 0.591 -0.493 -0.364
O 1.81437 1.49163 3.66020 0.267 0.640 0.188
O -0.51467 1.22389 3.01004 -0.463 -0.060 0.299
H 0.76819 0.91014 -3.29622 -0.093 0.233 0.092
H 0.04489 1.78616 -1.94496 -0.161 0.065 0.030
H -0.78587 0.39938 -2.69722 -0.181 0.014 0.147
H 1.66161 -0.71026 -1.98999 0.111 0.081 -0.118
H 0.37242 -1.68981 -0.36510 -0.344 -0.038 0.021
H 2.43778 0.01033 0.02640 0.082 0.038 0.280
H 1.80838 1.56600 -0.53604 0.059 0.093 0.121
H -1.23323 0.74349 3.45483 0.007 0.070 -0.154
C -3.43985 -0.66468 -5.02793 -0.054 -0.065 -0.088
N -2.96308 0.74451 -5.04113 0.023 0.028 0.010
O -2.92528 1.32601 -6.10861 -0.052 -0.023 0.113
O -2.64508 1.22317 -3.97272 -0.099 0.041 -0.132
H -3.68851 -0.95040 -6.04268 0.017 0.044 -0.019
H -2.64071 -1.27972 -4.62433 0.016 0.060 0.070
H -4.31196 -0.68964 -4.38285 0.031 -0.007 0.046
C 2.74702 4.42223 -4.77275 -0.033 -0.232 0.041
N 2.39606 3.18679 -4.01709 -0.017 -0.021 0.075
O 1.91654 2.25763 -4.63694 0.212 0.149 -0.122
O 2.61262 3.18551 -2.82108 0.008 -0.011 -0.099
H 2.49493 4.26051 -5.80932 -0.042 -0.060 -0.015
H 2.17683 5.23867 -4.34469 0.050 0.026 0.052
H 3.81122 4.59210 -4.64298 -0.016 0.082 0.079
C -5.67921 3.28523 -3.64630 -0.126 -0.097 0.042
N -6.53357 2.08851 -3.89088 0.060 0.004 -0.022
O -7.72563 2.25302 -4.04166 0.112 -0.023 0.026
O -5.97030 1.01004 -3.92580 -0.081 -0.007 -0.037
H -6.31600 4.15490 -3.63907 -0.058 0.010 -0.014
H -5.18932 3.13636 -2.68866 0.080 -0.046 -0.044
H -4.94380 3.32947 -4.44413 0.051 -0.038 0.030
C -2.23677 -3.50659 1.16642 -0.108 -0.120 0.017
N -0.90022 -4.15025 1.28534 -0.066 0.050 -0.037
O -0.83655 -5.29968 1.66743 0.011 0.146 -0.001
O 0.05701 -3.46124 0.98822 0.157 -0.110 0.062
H -2.98854 -4.22874 1.46042 0.025 -0.026 0.006
H -2.23204 -2.64038 1.82079 0.042 0.050 -0.039
H -2.35222 -3.19768 0.13159 0.055 0.083 0.011
C 2.49947 -4.81741 3.06540 -0.016 -0.124 -0.083
N 2.29596 -4.85598 4.53762 -0.007 0.015 0.111
O 2.10429 -5.93787 5.06284 0.013 0.093 -0.057
O 2.33156 -3.79900 5.13164 -0.035 -0.055 -0.031
H 2.43884 -5.83074 2.68877 -0.027 -0.017 0.031
H 1.71742 -4.19428 2.64117 0.055 0.059 -0.001
H 3.47828 -4.38295 2.88595 -0.029 0.090 0.028
C -7.00021 8.01733 -4.62563 -0.076 -0.081 0.039
N -5.66572 7.37019 -4.48320 0.056 -0.067 0.019
O -5.63014 6.23308 -4.04894 0.018 0.279 -0.071
O -4.70045 8.02235 -4.81222 -0.070 -0.040 0.023
H -7.75688 7.31628 -4.29559 0.023 -0.025 0.007
H -6.99024 8.91297 -4.01252 0.033 0.038 -0.044
H -7.12298 8.27363 -5.67319 0.038 0.056 0.002
C 2.75936 6.82894 -8.98458 -0.063 0.079 -0.072
N 2.35908 7.15469 -7.58796 -0.008 -0.004 0.042
O 1.65736 8.12592 -7.40306 0.058 -0.006 -0.023
O 2.77038 6.41740 -6.71243 0.012 0.212 -0.164
H 2.32182 7.56846 -9.64361 -0.017 0.018 0.025
H 3.84421 6.85080 -9.02098 0.008 -0.059 0.031
H 2.39023 5.83127 -9.20153 0.048 -0.031 0.034
C -0.52531 -1.81530 7.37824 -0.097 -0.010 0.091
N -1.31812 -1.55300 6.14621 -0.065 0.023 -0.131
O -2.51723 -1.39968 6.25180 0.152 -0.005 0.008
O -0.69783 -1.50057 5.09846 -0.211 -0.068 0.172
H -1.20598 -1.82829 8.22096 -0.016 0.000 -0.028
H -0.02716 -2.76990 7.24339 0.077 0.003 -0.053
H 0.20644 -1.01793 7.46441 0.046 -0.024 -0.050
C 2.25393 -7.76383 7.55380 -0.013 -0.070 -0.122
N 1.76330 -8.96317 8.28678 -0.003 -0.068 0.051
O 1.32541 -9.89230 7.63892 0.053 0.051 0.056
O 1.83592 -8.93765 9.50032 -0.009 0.012 -0.052
H 2.12744 -7.93099 6.49337 -0.031 -0.042 0.002
H 1.66908 -6.91422 7.88980 0.033 0.014 0.047
H 3.29978 -7.63479 7.81502 -0.016 0.036 0.066
C 3.27685 8.95682 -4.40607 -0.118 -0.144 0.076
N 4.62971 8.33574 -4.46668 0.052 -0.046 0.059
O 4.73799 7.17248 -4.13223 -0.016 0.136 -0.061
O 5.54186 9.04420 -4.84109 -0.073 -0.068 -0.027
H 2.57729 8.20278 -4.06783 0.003 -0.017 -0.016
H 3.33187 9.78813 -3.71000 0.062 0.043 -0.047
H 3.02391 9.30374 -5.40266 0.046 0.041 -0.003
C 2.45169 -12.05682 10.84380 -0.102 -0.096 0.009
N 3.79887 -12.68774 10.91507 0.050 -0.017 -0.002
O 3.86840 -13.84647 11.27246 0.001 0.097 -0.029
O 4.74580 -11.99210 10.60666 -0.074 -0.063 0.024
H 1.71565 -12.79254 11.14398 0.036 -0.035 0.011
H 2.45653 -11.20157 11.51157 0.042 0.063 -0.069
H 2.29435 -11.73187 9.81997 0.030 0.086 0.016
```
Forces are in eV/Å.

Here are the Mulliken charges for atoms 1 to 6, given in e: C -0.862; C 0.540; O -0.506; C -0.870; O -0.199; O -0.132



Question: Look up the largest force on an atom of the first one.
Answer: 3.13 eV/Å